DFT (wB97M-V/def2-TZVPD) results for a 2-piece molecular cluster, C4H12N2O overall in a non-equilibrium geometry.

The calculation puts the molar mass at 104.153 u. The calculation puts the HOMO-LUMO gap (alpha / beta) at 0.3252 / 0.3297 Eh. The relative energy (zero: lowest compared OMol25 entry of this formula, charge and spin) is 682.8 kJ/mol. As for the spin multiplicity: 1. For the HOMO energy (alpha / beta), the calculation gives -7.87 / -8.33 eV.

Positions of all 19 atoms, in Å:
C -1.69720 0.94155 1.16853
C -0.34029 2.36862 -0.37580
C 1.61694 -0.94876 -1.25194
C 0.49086 -2.23705 0.51842
N -0.46602 1.22029 0.46577
N 0.37798 -1.50146 -0.78173
O -0.57291 -0.68171 -0.94346
H -1.92023 -0.12646 1.26596
H -1.31926 1.28401 2.23127
H -2.52121 1.54669 0.64205
H 0.15327 3.13559 0.31314
H 0.20738 1.94735 -1.16096
H -1.24373 2.86407 -0.87836
H 1.84905 -0.23658 -0.30048
H 2.28023 -1.84889 -1.38559
H 1.61367 -0.38872 -2.16706
H -0.50021 -2.65564 0.91236
H 1.02350 -3.21040 0.38219
H 0.96818 -1.47250 1.34570

Here are the Mulliken charges for atoms 1 to 5, given in e: C -0.68; C -0.70; C -0.70; C -0.74; N -0.16